1.
C16H27ClNO5S | ωB97M-V/def2-TZVPD

Summary:
HOMO level ... -0.42600 Eh

```
! RIJCOSX wB97M-V def2-TZVPD def2/J DEFGRID3
* xyz 1 1
H -1.17919 3.29980 0.58012
H 4.22947 4.22432 0.22107
Cl -1.92500 -0.83596 3.24085
H -2.08049 -5.80191 -1.09648
C 0.78089 0.75837 -0.86966
H 5.98178 4.30666 0.48166
H 2.73699 -0.17329 -0.87019
H -0.23296 0.91369 1.01659
H -2.33748 -0.24045 -0.66971
C -0.26284 -5.09996 -0.20445
C -0.36959 0.38313 0.06570
H 4.90150 1.11112 -0.66697
H 0.67849 0.18312 -1.79275
H 2.02101 -0.02133 0.70888
C -2.91306 -0.13874 1.97614
C -2.47025 3.70970 -0.92251
H -0.65408 -3.74933 1.49000
H -0.87433 -7.06472 -0.82184
H -4.40457 0.90297 -0.75961
C -2.61295 1.66388 0.24688
C 4.43072 1.44537 0.26959
O 0.12993 -2.83319 -0.19019
N -2.00615 3.01706 0.06726
C -1.75155 0.66986 -0.54560
C -1.31257 -6.15812 -0.40935
C -4.00405 1.83877 -0.37913
H 5.34930 3.49933 -0.96484
H 2.85121 2.47106 -0.81272
H -1.60983 1.07895 -1.55138
C 0.58611 -3.34263 -1.36677
H 0.69182 1.81829 -1.14451
H -4.71624 2.27224 0.32360
H -1.99612 4.63074 -1.23732
H -0.27694 -0.67746 0.29110
H 4.48519 0.61638 0.97820
C 5.17518 3.68342 0.10304
O 5.18796 2.48467 0.84322
O -3.69071 -0.78624 1.35852
H 2.58302 2.27768 0.92865
C 2.15968 0.50641 -0.24015
O 0.24834 -4.63734 -1.47439
H -1.77667 -3.57053 0.11272
O 1.18570 -2.70348 -2.16967
C -0.74835 -3.79611 0.40843
H -1.84670 1.71410 2.30728
H -1.77850 -6.40558 0.54527
H -3.59042 1.83428 2.16914
S -3.81996 3.08364 -1.71107
C 2.96334 1.78055 0.02803
C -2.70476 1.34703 1.75052
H 0.58865 -5.49017 0.35880
*
```

Charges obtained by Löwdin population analysis, quoted in units of e: H 0.183; H 0.080; Cl 0.745; H 0.094; C -0.192; H 0.090; H 0.120; H 0.109; H 0.125; C -0.312; C -0.186; H 0.132; H 0.116; H 0.118; C -0.813; C -0.353; H 0.135; H 0.092; H 0.109; C -0.461; C -0.246; O 0.019; N 0.089; C -0.118; C -0.017; C -0.306; H 0.094; H 0.107; H 0.124; C -0.560; H 0.103; H 0.101; H 0.124; H 0.094; H 0.130; C -0.118; O -0.182; O 0.082; H 0.123; C -0.196; O 0.098; H 0.137; O 0.167; C -0.088; H 0.110; H 0.095; H 0.141; S 1.105; C -0.201; C -0.102; H 0.161

=====

2.
C16H27FN3O2 | ωB97M-V/def2-TZVPD

Summary:
Relative energy (zero: lowest compared OMol25 entry of this formula, charge and spin) ... 561.42 kJ/mol
HOMO level ... -0.44287 Eh

```
! RIJCOSX wB97M-V def2-TZVPD def2/J DEFGRID3
* xyz 1 1
H 7.58412 0.87743 -2.18877
N -0.58441 -0.79131 -1.12181
O 7.71373 3.28475 -3.15383
H 5.94851 0.20848 -0.43272
H 0.03738 -2.13468 1.43970
C -4.22642 -1.14072 0.33500
H 1.12189 -2.70123 0.00680
H 0.08979 1.29333 -1.12447
H -5.88970 1.02165 1.03000
C 6.90951 2.95482 -2.29308
H -4.46730 -2.24762 2.31741
H -2.08028 -2.91485 -1.51208
H -2.19062 -1.82875 1.29080
H -5.78408 -0.15956 3.26743
C -3.97237 -2.47493 -0.62536
H -0.28772 0.65244 0.60889
H -5.51381 2.06339 2.56725
H 1.62710 -3.17906 1.79602
C 5.02408 2.18285 -0.27129
H 2.24823 1.09429 0.07757
C 5.99122 1.21608 -0.82789
C 6.86879 1.57504 -1.76988
C -4.98264 -1.33058 1.77683
H -6.13320 -1.48481 1.57907
H 4.34947 4.26025 -0.37560
F -2.59897 0.32467 -1.66920
H 2.26798 -0.31624 -1.19402
C -2.07148 -0.78889 -0.84759
C 2.06822 -0.93896 1.10024
N -4.89564 -0.08669 2.68572
C -5.07794 1.18809 1.88926
C -2.61740 -0.87814 0.70869
H 3.20412 -1.28678 0.98247
H -0.45083 -0.63900 -2.16685
H -4.05003 1.54103 1.41183
C 0.14758 0.33713 -0.43039
C 1.76100 0.03932 -0.18164
H -4.72224 -0.38240 -0.42117
C 5.94237 3.92159 -1.73648
N -2.71710 -2.06638 -1.42475
H -4.93859 -2.73635 -1.25053
C 5.06480 3.56264 -0.79448
H -3.05803 -1.95867 -2.40579
C 1.17706 -2.32265 1.13773
H -3.64819 -3.26845 0.19439
H 2.03331 -0.37808 2.15215
O 4.21986 1.85293 0.58946
H -2.42626 0.05437 1.40656
H 5.98508 4.92920 -2.13164
*
```

Charges obtained by Löwdin population analysis, quoted in units of e: H 0.126; N -0.003; O 0.114; H 0.121; H 0.051; C -0.248; H 0.075; H 0.133; H 0.095; C -0.379; H 0.137; H 0.208; H 0.143; H 0.116; C -0.074; H 0.131; H 0.111; H 0.081; C -0.378; H 0.098; C 0.022; C 0.028; C -0.192; H 0.134; H 0.123; F -0.014; H 0.126; C -0.332; C -0.250; N -0.154; C -0.167; C -0.037; H 0.116; H 0.145; H 0.089; C -0.203; C -0.192; H 0.148; C 0.028; N 0.099; H 0.165; C 0.023; H 0.188; C -0.152; H 0.154; H 0.125; O 0.063; H 0.134; H 0.126

=====

3.
C16H27LuN2 | ωB97M-V/def2-TZVPD

Summary:
Relative energy (zero: lowest compared OMol25 entry of this formula, charge and spin) ... 0.00 kJ/mol
HOMO level ... -0.54525 Eh

```
! RIJCOSX wB97M-V def2-TZVPD def2/J DEFGRID3
* xyz 2 1
C -3.02914 -0.65930 -1.16448
N 0.30365 0.43804 2.00339
H -2.36698 -1.83318 1.42266
H -2.01690 -3.41880 0.71135
H -0.84514 -2.66027 1.79933
H 0.86314 3.60842 -2.78464
C 0.28221 2.92283 -0.79073
H 2.41015 2.55384 -0.52210
H 0.39317 -0.72459 5.04124
C -0.87789 0.03219 -3.45429
C -1.59027 -1.03706 -1.17809
C 1.47905 -2.72124 0.16521
H -0.00266 3.36867 0.17358
Lu -0.03712 0.56882 -0.11846
C 1.89764 -1.16195 -2.56148
H -0.93722 -0.67169 -4.30049
H -0.63280 2.38605 -1.16858
H -3.21510 0.23309 -1.77606
C -0.91890 -1.78730 -0.16076
H -0.23619 4.71061 -1.93467
H 1.46310 1.34012 0.46939
C -1.56669 -2.45488 0.99899
H -1.05677 1.58985 4.76054
H 1.44236 -3.74773 -0.23724
C 0.20932 -0.12416 4.16205
H -0.07524 0.74641 -3.69356
H 2.49700 -2.34241 0.00978
C 0.47089 -1.85268 -0.49701
H 1.62111 1.26536 -1.44319
H -3.66583 -1.46588 -1.55910
C 0.65416 -1.17227 -1.74456
H 1.83167 -1.89183 -3.38491
H 1.32130 -1.22486 2.73435
H -1.82367 0.58721 -3.42190
C -0.52727 1.04329 3.99996
H -0.86487 2.24478 2.13199
C 1.47721 1.98422 -0.60302
C 0.61448 4.03558 -1.80691
H 2.08289 -0.18231 -3.02385
C -0.45512 1.38653 2.65729
C -0.62141 -0.68181 -2.17419
H -3.37427 -0.44706 -0.14158
H 1.47341 4.62015 -1.46066
N 0.71732 -0.44327 2.96570
H 2.77558 -1.42362 -1.95909
H 1.30421 -2.79694 1.24643
*
```

Charges obtained by Löwdin population analysis, quoted in units of e: C -0.021; N -0.169; H 0.084; H 0.114; H 0.070; H 0.098; C -0.319; H 0.141; H 0.153; C -0.019; C -0.310; C -0.021; H 0.121; Lu 1.631; C -0.024; H 0.114; H 0.098; H 0.081; C -0.306; H 0.102; H 0.094; C -0.021; H 0.126; H 0.119; C 0.000; H 0.082; H 0.086; C -0.311; H 0.086; H 0.116; C -0.327; H 0.116; H 0.165; H 0.082; C -0.007; H 0.120; C -0.184; C -0.040; H 0.079; C -0.087; C -0.308; H 0.085; H 0.103; N 0.056; H 0.087; H 0.062

=====

4.
C16H27N2O2S | ωB97M-V/def2-TZVPD

Summary:
Relative energy (zero: lowest compared OMol25 entry of this formula, charge and spin) ... 60.74 kJ/mol
HOMO level ... -0.41109 Eh

```
! RIJCOSX wB97M-V def2-TZVPD def2/J DEFGRID3
* xyz 1 1
H 1.76959 -2.08559 1.56052
C -4.89805 -3.85587 1.91555
H 2.28499 3.31195 -0.53862
H -1.61182 -0.61797 2.57154
C 2.87381 2.69177 -1.20200
H 1.14974 2.15698 -2.38019
C -0.26134 0.93785 2.01226
N 0.80815 0.45476 2.89357
H 4.17393 1.14574 -0.80907
C 1.88933 -0.09152 2.22860
H 3.26120 -0.83147 -2.55235
H -6.18319 -3.41650 -0.53511
H -4.58219 -4.87602 1.69853
C 2.19643 2.41383 -2.53267
S -4.23121 -2.75020 0.67078
H -5.98509 -3.78293 1.92143
C 2.63410 -0.93400 -0.00564
C -1.46497 0.25147 1.95352
H 1.14445 1.23476 3.44803
C -1.04153 2.54041 0.39216
H 2.23078 3.29656 -3.15995
H -3.00934 2.17019 -0.37016
C 2.92737 1.22797 -3.17723
C -2.46443 0.69731 1.08427
H -0.87966 3.43112 -0.19472
C 1.63698 -1.09364 1.13592
C -2.23562 1.83183 0.30191
H -4.50342 -3.54882 2.88164
H 3.99402 1.41288 -3.04641
H -4.86500 -2.87928 -1.60571
H 1.57520 -0.37144 -2.82613
C 2.52328 -0.04663 -2.41104
C 2.30821 0.24796 -0.91856
H 3.23500 1.48670 0.47321
H 2.59648 -1.84174 -0.59726
C -0.04210 2.08818 1.25449
H 0.89584 2.61464 1.36445
H 1.27635 0.55291 -0.79503
H -4.78898 -4.49422 -0.86126
O 3.02639 0.17505 2.53887
H 0.62292 -1.06244 0.74646
O -4.83289 -1.40854 0.91985
H 3.62442 -0.80143 0.42069
H -3.39893 0.15502 1.03304
N 3.21838 1.37842 -0.54560
H 3.80779 3.20626 -1.40452
H 2.70525 1.14025 -4.23110
C -5.11062 -3.46249 -0.72096
*
```

Charges obtained by Löwdin population analysis, quoted in units of e: H 0.139; C -0.265; H 0.121; H 0.120; C -0.102; H 0.116; C -0.262; N 0.136; H 0.183; C -0.493; H 0.123; H 0.063; H 0.057; C -0.163; S 0.801; H 0.063; C -0.121; C -0.009; H 0.146; C -0.079; H 0.126; H 0.109; C -0.159; C -0.038; H 0.103; C -0.082; C -0.063; H 0.052; H 0.114; H 0.051; H 0.131; C -0.119; C -0.260; H 0.162; H 0.126; C -0.053; H 0.103; H 0.143; H 0.056; O 0.077; H 0.117; O -0.559; H 0.124; H 0.068; N 0.105; H 0.136; H 0.121; C -0.266

=====

Look up the HOMO level of the first one.
-0.42600 Eh

=====

Please write out number 4 again, unchanged.
C16H27N2O2S | ωB97M-V/def2-TZVPD

Summary:
Relative energy (zero: lowest compared OMol25 entry of this formula, charge and spin) ... 60.74 kJ/mol
HOMO level ... -0.41109 Eh

```
! RIJCOSX wB97M-V def2-TZVPD def2/J DEFGRID3
* xyz 1 1
H 1.76959 -2.08559 1.56052
C -4.89805 -3.85587 1.91555
H 2.28499 3.31195 -0.53862
H -1.61182 -0.61797 2.57154
C 2.87381 2.69177 -1.20200
H 1.14974 2.15698 -2.38019
C -0.26134 0.93785 2.01226
N 0.80815 0.45476 2.89357
H 4.17393 1.14574 -0.80907
C 1.88933 -0.09152 2.22860
H 3.26120 -0.83147 -2.55235
H -6.18319 -3.41650 -0.53511
H -4.58219 -4.87602 1.69853
C 2.19643 2.41383 -2.53267
S -4.23121 -2.75020 0.67078
H -5.98509 -3.78293 1.92143
C 2.63410 -0.93400 -0.00564
C -1.46497 0.25147 1.95352
H 1.14445 1.23476 3.44803
C -1.04153 2.54041 0.39216
H 2.23078 3.29656 -3.15995
H -3.00934 2.17019 -0.37016
C 2.92737 1.22797 -3.17723
C -2.46443 0.69731 1.08427
H -0.87966 3.43112 -0.19472
C 1.63698 -1.09364 1.13592
C -2.23562 1.83183 0.30191
H -4.50342 -3.54882 2.88164
H 3.99402 1.41288 -3.04641
H -4.86500 -2.87928 -1.60571
H 1.57520 -0.37144 -2.82613
C 2.52328 -0.04663 -2.41104
C 2.30821 0.24796 -0.91856
H 3.23500 1.48670 0.47321
H 2.59648 -1.84174 -0.59726
C -0.04210 2.08818 1.25449
H 0.89584 2.61464 1.36445
H 1.27635 0.55291 -0.79503
H -4.78898 -4.49422 -0.86126
O 3.02639 0.17505 2.53887
H 0.62292 -1.06244 0.74646
O -4.83289 -1.40854 0.91985
H 3.62442 -0.80143 0.42069
H -3.39893 0.15502 1.03304
N 3.21838 1.37842 -0.54560
H 3.80779 3.20626 -1.40452
H 2.70525 1.14025 -4.23110
C -5.11062 -3.46249 -0.72096
*
```

Charges obtained by Löwdin population analysis, quoted in units of e: H 0.139; C -0.265; H 0.121; H 0.120; C -0.102; H 0.116; C -0.262; N 0.136; H 0.183; C -0.493; H 0.123; H 0.063; H 0.057; C -0.163; S 0.801; H 0.063; C -0.121; C -0.009; H 0.146; C -0.079; H 0.126; H 0.109; C -0.159; C -0.038; H 0.103; C -0.082; C -0.063; H 0.052; H 0.114; H 0.051; H 0.131; C -0.119; C -0.260; H 0.162; H 0.126; C -0.053; H 0.103; H 0.143; H 0.056; O 0.077; H 0.117; O -0.559; H 0.124; H 0.068; N 0.105; H 0.136; H 0.121; C -0.266

=====

Repeat the second record exactly.
C16H27FN3O2 | ωB97M-V/def2-TZVPD

Summary:
Relative energy (zero: lowest compared OMol25 entry of this formula, charge and spin) ... 561.42 kJ/mol
HOMO level ... -0.44287 Eh

```
! RIJCOSX wB97M-V def2-TZVPD def2/J DEFGRID3
* xyz 1 1
H 7.58412 0.87743 -2.18877
N -0.58441 -0.79131 -1.12181
O 7.71373 3.28475 -3.15383
H 5.94851 0.20848 -0.43272
H 0.03738 -2.13468 1.43970
C -4.22642 -1.14072 0.33500
H 1.12189 -2.70123 0.00680
H 0.08979 1.29333 -1.12447
H -5.88970 1.02165 1.03000
C 6.90951 2.95482 -2.29308
H -4.46730 -2.24762 2.31741
H -2.08028 -2.91485 -1.51208
H -2.19062 -1.82875 1.29080
H -5.78408 -0.15956 3.26743
C -3.97237 -2.47493 -0.62536
H -0.28772 0.65244 0.60889
H -5.51381 2.06339 2.56725
H 1.62710 -3.17906 1.79602
C 5.02408 2.18285 -0.27129
H 2.24823 1.09429 0.07757
C 5.99122 1.21608 -0.82789
C 6.86879 1.57504 -1.76988
C -4.98264 -1.33058 1.77683
H -6.13320 -1.48481 1.57907
H 4.34947 4.26025 -0.37560
F -2.59897 0.32467 -1.66920
H 2.26798 -0.31624 -1.19402
C -2.07148 -0.78889 -0.84759
C 2.06822 -0.93896 1.10024
N -4.89564 -0.08669 2.68572
C -5.07794 1.18809 1.88926
C -2.61740 -0.87814 0.70869
H 3.20412 -1.28678 0.98247
H -0.45083 -0.63900 -2.16685
H -4.05003 1.54103 1.41183
C 0.14758 0.33713 -0.43039
C 1.76100 0.03932 -0.18164
H -4.72224 -0.38240 -0.42117
C 5.94237 3.92159 -1.73648
N -2.71710 -2.06638 -1.42475
H -4.93859 -2.73635 -1.25053
C 5.06480 3.56264 -0.79448
H -3.05803 -1.95867 -2.40579
C 1.17706 -2.32265 1.13773
H -3.64819 -3.26845 0.19439
H 2.03331 -0.37808 2.15215
O 4.21986 1.85293 0.58946
H -2.42626 0.05437 1.40656
H 5.98508 4.92920 -2.13164
*
```

Charges obtained by Löwdin population analysis, quoted in units of e: H 0.126; N -0.003; O 0.114; H 0.121; H 0.051; C -0.248; H 0.075; H 0.133; H 0.095; C -0.379; H 0.137; H 0.208; H 0.143; H 0.116; C -0.074; H 0.131; H 0.111; H 0.081; C -0.378; H 0.098; C 0.022; C 0.028; C -0.192; H 0.134; H 0.123; F -0.014; H 0.126; C -0.332; C -0.250; N -0.154; C -0.167; C -0.037; H 0.116; H 0.145; H 0.089; C -0.203; C -0.192; H 0.148; C 0.028; N 0.099; H 0.165; C 0.023; H 0.188; C -0.152; H 0.154; H 0.125; O 0.063; H 0.134; H 0.126

=====

What is the HOMO level in the first record?
-0.42600 Eh